1.
C16H33N5O9 | the ωB97M-V functional and the def2-TZVPD basis

## Properties
- HOMO energy (eV) = -9.315
- lowest unoccupied orbital energy (Eh) = 0.0157
- DFT total energy (eV) = -43003.9708
- F_max (hartree/bohr) = 0.058
- SMILES string = CN(NO)C(=O)N[C@@H]1[C@@H](O)[C@H](O)[C@@H](CO)O[C@H]1O.CNC(=O)[C@@H](NC(C)=O)C(C)C

ORCA input file:
```
! RIJCOSX wB97M-V def2-TZVPD def2/J DEFGRID3
* xyz 0 1
O -4.315 -0.018 -2.280
O 1.924 1.538 7.027
O 4.503 1.987 1.860
O -7.068 -3.451 -2.977
O 2.289 -0.282 -3.478
O -2.181 -0.083 -5.568
O -0.550 0.153 -4.078
O 0.385 -1.629 -0.974
O -1.820 -3.177 -1.872
C -4.675 -0.985 -2.941
C 2.465 0.959 6.100
C 4.201 2.048 3.045
N -6.460 -2.461 -3.784
N 4.697 3.011 3.836
N -6.025 -1.319 -3.038
N -3.750 -1.774 -3.592
N 2.619 1.576 4.929
C 2.978 -0.454 6.289
C 5.615 4.058 3.390
C -7.031 -0.490 -2.375
C 1.328 1.569 2.033
C 2.653 -0.539 1.746
C 1.412 0.532 -2.684
C -1.942 -0.151 -4.173
C -0.042 0.040 -2.736
C -0.171 -1.423 -2.281
C -1.660 -1.800 -2.256
C -2.294 -1.559 -3.639
C 2.124 0.479 2.762
C 3.230 1.037 3.692
H -6.447 -3.794 -2.307
H 3.198 0.061 -3.449
H -1.512 0.519 -5.933
H 0.440 -2.584 -0.802
H -1.870 -3.246 -0.903
H -7.059 -2.192 -4.576
H 4.421 3.002 4.806
H -4.139 -2.565 -4.094
H 2.203 2.495 4.883
H 4.061 -0.466 6.185
H 2.709 -0.793 7.289
H 2.519 -1.110 5.551
H 6.387 3.627 2.749
H 6.091 4.534 4.249
H 5.067 4.808 2.817
H -6.918 -0.559 -1.289
H -6.923 0.558 -2.676
H -8.042 -0.818 -2.637
H 1.957 2.083 1.307
H 0.488 1.115 1.507
H 0.940 2.291 2.751
H 3.182 -1.340 2.261
H 3.325 -0.063 1.033
H 1.816 -0.970 1.197
H 1.756 0.530 -1.644
H 1.448 1.566 -3.042
H -2.518 0.614 -3.641
H -0.633 0.675 -2.067
H 0.354 -2.056 -3.007
H -2.162 -1.161 -1.521
H -1.856 -2.282 -4.335
H 1.417 -0.065 3.391
H 3.860 0.193 3.964
*
```

2.
C16H33O8 | the ωB97M-V functional and the def2-TZVPD basis

## Properties
- HOMO energy (eV) = -5.593
- lowest unoccupied orbital energy (Eh) = 0.0970
- DFT total energy (eV) = -33507.5601
- F_max (hartree/bohr) = 0.045
- ΔE to the lowest compared entry with this formula, charge and spin (kcal/mol) = 0.0

ORCA input file:
```
! RIJCOSX wB97M-V def2-TZVPD def2/J DEFGRID3
* xyz -1 1
C -2.154 -3.281 -1.444
C -2.059 -2.115 -0.839
O -1.243 -1.901 0.227
C -1.607 -0.761 0.907
O -2.314 -0.829 1.853
O -1.231 0.379 0.366
C 0.181 0.507 -0.017
O 0.949 -0.304 0.500
O 0.375 1.468 -0.775
H -1.567 -4.130 -1.151
H -2.869 -3.389 -2.233
H -2.634 -1.279 -1.198
C -5.542 -5.844 0.846
C -5.232 -4.362 0.703
O -5.915 -3.738 -0.371
C -7.325 -3.768 -0.314
C -7.912 -3.090 0.914
H -5.302 -6.373 -0.076
H -4.953 -6.270 1.659
H -6.595 -6.026 1.069
H -4.172 -4.234 0.488
H -5.427 -3.832 1.641
H -7.691 -4.799 -0.396
H -7.661 -3.246 -1.210
H -7.609 -3.583 1.838
H -9.002 -3.109 0.867
H -7.582 -2.053 0.969
C 4.422 1.484 4.859
C 4.549 2.709 3.967
O 5.151 2.454 2.718
C 4.475 1.508 1.890
C 3.050 1.878 1.531
H 5.402 1.036 5.032
H 3.990 1.764 5.822
H 3.780 0.723 4.416
H 5.190 3.446 4.455
H 3.570 3.184 3.832
H 4.507 0.515 2.354
H 5.076 1.446 0.982
H 2.409 1.940 2.412
H 2.617 1.130 0.868
H 3.023 2.847 1.030
C 3.155 1.911 -2.454
C 4.342 2.456 -3.228
O 4.008 3.021 -4.489
C 3.100 4.104 -4.452
C 3.586 5.295 -3.642
H 2.626 1.156 -3.033
H 3.487 1.459 -1.521
H 2.434 2.686 -2.198
H 5.038 1.647 -3.453
H 4.896 3.184 -2.622
H 2.122 3.770 -4.091
H 2.966 4.404 -5.492
H 3.726 5.044 -2.591
H 2.858 6.106 -3.697
H 4.541 5.656 -4.030
*
```

3.
C16H34BNP2V | the ωB97M-V functional and the def2-TZVPD basis

## Properties
- HOMO energy (spin up / spin down) (eV) = -14.140 / -14.125
- lowest unoccupied orbital energy (spin up / spin down) (Eh) = -0.2579 / -0.3783
- DFT total energy (eV) = -63552.4611
- F_max (hartree/bohr) = 0.076
- <S²> = 0.7569

ORCA input file:
```
! RIJCOSX wB97M-V def2-TZVPD def2/J DEFGRID3
* xyz 2 2
P 1.105 -2.358 1.204
P 0.848 2.733 1.917
C 1.330 -0.562 0.579
C 1.403 0.660 1.493
H 0.908 -0.288 -0.440
H 2.382 -0.768 0.292
H 1.269 0.350 2.535
H 2.395 1.116 1.316
C -0.613 3.559 1.134
H -1.385 3.585 1.915
H -1.041 3.123 0.229
H -0.298 4.593 0.921
C 2.079 3.713 0.983
H 1.755 3.976 -0.034
H 3.036 3.187 0.961
H 2.193 4.637 1.577
C -0.016 -3.434 0.259
H -0.058 -4.413 0.762
H 0.368 -3.607 -0.754
H -1.035 -3.032 0.201
C 2.688 -3.226 1.051
H 3.513 -2.579 1.371
H 2.857 -3.537 0.009
H 2.693 -4.130 1.676
V -0.927 -0.108 -0.808
C -0.420 1.554 -1.714
C -1.858 1.425 -1.583
C -2.785 0.821 -2.596
C -2.352 -0.564 -3.142
C -1.555 -1.363 -2.145
C -0.097 -1.308 -2.150
C 0.760 -0.355 -2.953
C 0.354 1.140 -2.940
C 0.424 -2.442 2.864
H 0.065 2.366 -1.142
H -2.349 2.148 -0.907
H -2.953 1.501 -3.445
H -3.788 0.719 -2.136
H -3.265 -1.106 -3.447
H -1.786 -0.466 -4.083
H -2.019 -2.311 -1.822
H 0.449 -2.243 -1.972
H 0.855 -0.724 -3.986
H 1.786 -0.401 -2.551
H 1.277 1.749 -2.958
H -0.146 1.412 -3.885
H 1.152 -2.085 3.600
H 0.178 -3.489 3.094
H -0.489 -1.838 2.949
B -1.449 0.587 3.606
C -1.575 0.260 2.136
N -1.623 -0.046 0.990
H -0.406 0.060 3.996
H -2.411 0.030 4.130
H -1.423 1.779 3.842
*
```

4.
C16H34CdOP2 | the ωB97M-V functional and the def2-TZVPD basis

## Properties
- HOMO energy (eV) = -6.270
- lowest unoccupied orbital energy (Eh) = 0.0201
- DFT total energy (eV) = -42326.8588
- F_max (hartree/bohr) = 0.062
- ΔE to the lowest compared entry with this formula, charge and spin (kcal/mol) = 38.7

ORCA input file:
```
! RIJCOSX wB97M-V def2-TZVPD def2/J DEFGRID3
* xyz 0 1
P -0.191 -1.528 -2.284
P 0.182 1.813 -2.088
C -0.443 -0.431 -3.752
C 0.329 0.899 -3.690
H -1.529 -0.258 -3.829
H -0.113 -1.026 -4.618
H 1.406 0.743 -3.861
H -0.049 1.595 -4.454
C -1.440 2.624 -2.328
H -1.668 3.239 -1.449
H -2.234 1.878 -2.470
H -1.368 3.266 -3.216
C 1.341 3.185 -2.331
H 0.973 3.832 -3.138
H 2.320 2.765 -2.595
H 1.413 3.750 -1.393
C -1.269 -2.946 -2.600
H -1.352 -3.540 -1.682
H -0.845 -3.556 -3.407
H -2.258 -2.563 -2.882
C 1.477 -2.195 -2.626
H 2.211 -1.381 -2.695
H 1.442 -2.750 -3.572
H 1.768 -2.875 -1.816
Cd 0.232 -0.504 5.104
C 0.337 1.873 0.704
C -0.991 1.603 0.738
C -1.539 0.406 0.055
C -1.551 -0.898 0.887
C -0.567 -1.877 0.337
C 0.776 -1.634 0.237
C 1.434 -0.317 0.013
C 1.318 0.791 1.086
C 0.445 -2.374 4.097
H 0.711 2.906 0.705
H -1.718 2.285 1.189
H -0.909 0.194 -0.840
H -2.545 0.604 -0.359
H -1.359 -0.703 1.958
H -2.562 -1.325 0.805
H -0.919 -2.912 0.261
H 1.454 -2.495 0.291
H 1.084 0.124 -0.953
H 2.507 -0.509 -0.177
H 1.073 0.338 2.065
H 2.311 1.256 1.176
H 1.444 -2.772 4.324
H 0.319 -2.278 3.012
H -0.318 -3.050 4.508
C -0.127 1.330 7.576
O 0.098 1.173 6.196
H -0.793 2.196 7.651
H 0.834 1.572 8.053
H -0.580 0.457 8.077
*
```

5.
C16H34ClN4O5 | the ωB97M-V functional and the def2-TZVPD basis

## Properties
- HOMO energy (eV) = -11.841
- lowest unoccupied orbital energy (Eh) = -0.1116
- DFT total energy (eV) = -45853.0001
- F_max (hartree/bohr) = 0.185
- ΔE to the lowest compared entry with this formula, charge and spin (kcal/mol) = 111.9

ORCA input file:
```
! RIJCOSX wB97M-V def2-TZVPD def2/J DEFGRID3
* xyz 1 1
N 2.744 0.462 0.795
C 1.694 0.450 -0.334
N 1.998 -0.772 -1.173
N 1.977 1.715 -1.153
C 0.212 0.465 0.365
N -0.892 -0.170 -0.450
C -1.347 -1.472 0.234
C -2.334 -2.073 -0.973
C -3.143 -0.647 -1.272
C -2.149 0.604 -0.778
C -2.819 1.614 0.323
C -3.578 2.814 -0.562
O -4.609 2.426 -1.358
Cl -2.987 4.570 -0.476
H 2.978 1.440 1.074
H 3.627 0.110 0.316
H 1.968 -0.486 -2.193
H 1.292 -1.531 -1.053
H 1.513 1.658 -2.086
H 1.612 2.557 -0.654
H 0.006 1.560 0.720
H 0.309 -0.187 1.361
H -0.621 -0.545 -1.408
H -0.445 -2.129 0.588
H -2.150 -1.299 1.099
H -1.701 -2.470 -1.901
H -2.961 -3.024 -0.700
H -4.129 -0.826 -0.652
H -3.357 -0.478 -2.428
H -1.943 1.276 -1.719
H -2.063 2.175 1.017
H -3.658 1.145 0.990
O -1.166 1.929 3.105
C -1.815 2.462 4.004
O -2.310 3.709 3.842
C -3.233 4.345 4.746
C -2.496 5.014 5.889
C -1.984 1.781 5.331
H -3.996 3.640 5.090
H -3.759 5.109 4.164
H -1.942 4.289 6.491
H -3.196 5.543 6.542
H -1.762 5.731 5.504
H -1.103 1.972 5.948
H -2.076 0.704 5.157
H -2.882 2.080 5.867
O 2.779 -6.138 -5.401
C 3.477 -5.367 -4.745
O 2.912 -4.353 -4.054
C 3.609 -3.517 -3.113
C 4.302 -2.368 -3.819
C 4.974 -5.477 -4.778
H 4.292 -4.106 -2.493
H 2.849 -3.113 -2.435
H 5.062 -2.726 -4.519
H 4.784 -1.705 -3.095
H 3.581 -1.788 -4.405
H 5.353 -4.957 -5.661
H 5.242 -6.536 -4.838
H 5.462 -5.090 -3.885
*
```

6.
C16H34NO7S | the ωB97M-V functional and the def2-TZVPD basis

## Properties
- HOMO energy (eV) = -12.303
- lowest unoccupied orbital energy (Eh) = -0.0766
- DFT total energy (eV) = -43793.5168
- F_max (hartree/bohr) = 0.036
- ΔE to the lowest compared entry with this formula, charge and spin (kcal/mol) = 7.4

ORCA input file:
```
! RIJCOSX wB97M-V def2-TZVPD def2/J DEFGRID3
* xyz 1 1
C 2.160 4.217 2.874
C 1.547 3.483 1.687
O 2.424 3.782 0.557
S 2.629 2.414 -0.222
O 3.777 2.303 -1.027
O 1.430 2.211 -0.971
O 2.671 1.509 1.086
C 1.448 1.970 1.772
C 1.292 1.309 3.137
O 0.085 0.598 3.263
C -1.043 1.398 3.424
O -1.487 1.854 2.172
C -2.262 3.039 2.204
C -3.781 2.781 2.288
O -4.126 1.530 2.849
H 2.748 5.029 2.481
H 1.370 4.565 3.525
H 2.827 3.568 3.429
H 0.556 3.870 1.498
H 0.665 1.542 1.172
H 1.452 2.013 3.947
H 2.098 0.590 3.219
H -1.801 0.760 3.870
H -0.854 2.225 4.113
H -2.076 3.537 1.258
H -1.930 3.730 2.975
H -4.213 2.802 1.300
H -4.220 3.575 2.886
H -3.942 1.555 3.800
C -3.116 -3.004 -2.612
C -2.122 -2.385 -3.597
C -0.700 -2.930 -3.610
N 0.138 -2.759 -2.358
C -0.047 -1.377 -1.791
C 0.933 -1.059 -0.680
C 2.373 -1.243 -1.136
C 2.578 -2.651 -1.679
C 1.581 -2.957 -2.780
C -0.219 -3.812 -1.364
H -2.974 -2.639 -1.594
H -4.131 -2.731 -2.895
H -3.055 -4.093 -2.607
H -2.110 -1.301 -3.477
H -2.502 -2.558 -4.606
H -0.155 -2.412 -4.398
H -0.689 -3.994 -3.845
H 0.081 -0.682 -2.622
H -1.069 -1.310 -1.426
H 0.768 -0.027 -0.375
H 0.730 -1.676 0.200
H 3.055 -1.051 -0.308
H 2.604 -0.508 -1.913
H 2.510 -3.385 -0.873
H 3.583 -2.751 -2.090
H 1.666 -3.987 -3.125
H 1.748 -2.288 -3.624
H -0.138 -4.780 -1.848
H -1.228 -3.644 -1.010
H 0.463 -3.762 -0.523
*
```

7.
C16H34O | the ωB97M-V functional and the def2-TZVPD basis

## Properties
- HOMO energy (eV) = -10.038
- lowest unoccupied orbital energy (Eh) = 0.0377
- DFT total energy (eV) = -19191.7751
- F_max (hartree/bohr) = 0.012
- SMILES string = CCCCCCCCCCCCCCCCO
- ΔE to the lowest compared entry with this formula, charge and spin (kcal/mol) = 0.0

ORCA input file:
```
! RIJCOSX wB97M-V def2-TZVPD def2/J DEFGRID3
* xyz 0 1
C -1.995 -5.202 7.403
H -2.606 -4.430 7.864
C -0.742 -4.594 6.784
C -1.081 -3.564 5.709
C 0.170 -2.950 5.086
C -0.170 -1.919 4.012
C 1.082 -1.302 3.391
C 0.742 -0.270 2.319
C 1.999 0.341 1.703
C 1.704 1.460 0.703
C 1.030 0.970 -0.576
C 0.851 2.097 -1.590
C 0.178 1.614 -2.873
C -0.003 2.742 -3.886
C -0.665 2.255 -5.172
C -0.859 3.383 -6.183
C -1.423 2.867 -7.508
O -0.570 1.950 -8.150
H 0.294 2.363 -8.264
H -2.354 2.323 -7.335
H -1.636 3.718 -8.173
H 0.102 3.873 -6.371
H -1.542 4.133 -5.780
H -0.053 1.473 -5.626
H -1.637 1.816 -4.937
H 0.973 3.175 -4.121
H -0.614 3.532 -3.442
H 0.782 0.821 -3.321
H -0.798 1.188 -2.631
H 1.827 2.523 -1.834
H 0.248 2.891 -1.143
H 1.636 0.177 -1.022
H 0.052 0.547 -0.340
H 2.647 1.946 0.436
H 1.071 2.212 1.180
H 2.576 -0.443 1.207
H 2.619 0.747 2.507
H 0.145 -0.750 1.542
H 0.136 0.524 2.762
H 1.693 -2.093 2.950
H 1.676 -0.827 4.176
H -0.763 -2.397 3.229
H -0.781 -1.128 4.452
H 0.780 -3.742 4.646
H 0.766 -2.472 5.868
H -1.676 -4.042 4.928
H -1.691 -2.772 6.150
H -0.133 -5.387 6.344
H -0.147 -4.117 7.566
H -2.592 -5.701 6.642
H -1.732 -5.932 8.165
*
```

8.
C16H34O | the ωB97M-V functional and the def2-TZVPD basis

## Properties
- HOMO energy (eV) = -10.164
- lowest unoccupied orbital energy (Eh) = 0.0353
- DFT total energy (eV) = -19191.7541
- F_max (hartree/bohr) = 0.012
- SMILES string = CCCCCCCCCCCCCCCCO
- ΔE to the lowest compared entry with this formula, charge and spin (kcal/mol) = 0.5

ORCA input file:
```
! RIJCOSX wB97M-V def2-TZVPD def2/J DEFGRID3
* xyz 0 1
C 3.285 0.218 2.145
H 3.117 0.990 2.893
C 2.922 -1.151 2.712
C 1.510 -1.202 3.297
C 0.406 -1.119 2.244
C -0.977 -1.142 2.893
C -2.129 -1.225 1.891
C -2.219 -0.012 0.967
C -3.502 -0.028 0.140
C -3.672 1.192 -0.769
C -2.646 1.274 -1.908
C -1.487 2.226 -1.616
C -0.504 2.355 -2.782
C 0.187 1.055 -3.198
C 1.020 0.423 -2.086
C 1.767 -0.816 -2.574
C 2.630 -1.423 -1.473
O 3.679 -0.528 -1.172
H 4.173 -0.863 -0.418
H 2.014 -1.607 -0.580
H 3.039 -2.387 -1.812
H 2.418 -0.546 -3.407
H 1.057 -1.569 -2.920
H 1.748 1.147 -1.715
H 0.374 0.134 -1.255
H 0.844 1.276 -4.043
H -0.556 0.336 -3.547
H -1.039 2.752 -3.649
H 0.262 3.084 -2.507
H -0.953 1.908 -0.722
H -1.897 3.219 -1.410
H -2.262 0.273 -2.108
H -3.143 1.619 -2.818
H -3.621 2.100 -0.164
H -4.676 1.144 -1.197
H -4.356 -0.072 0.822
H -3.526 -0.935 -0.470
H -2.188 0.902 1.565
H -1.359 -0.010 0.298
H -3.064 -1.314 2.450
H -2.020 -2.131 1.289
H -1.036 -2.004 3.562
H -1.098 -0.244 3.505
H 0.497 -1.965 1.557
H 0.522 -0.201 1.668
H 1.393 -2.137 3.852
H 1.390 -0.381 4.007
H 3.633 -1.402 3.504
H 3.018 -1.913 1.934
H 4.335 0.247 1.861
H 2.691 0.455 1.267
*
```

- Among the records above, which one has the highest DFT total energy?
  number 8

- The highest F_max belongs to which entry?
  C16H34ClN4O5